(1)
This record from the OMol25 dataset describes a molecular structure, C14H19AgNO2 at a distorted geometry. The level of theory is wB97M-V/def2-TZVPD.

LUMO (spin up / spin down) = -8.79 / -10.52 eV
<S²> = 0.782
Spin multiplicity = 2
HOMO (spin up / spin down) = -16.52 / -16.53 eV
Frontier orbital gap (spin up / spin down) = 7.733 / 6.004 eV
Electronic energy = -896.1979 Eh
Total charge = +2

Geometry as XYZ:
```
37
Properties=species:S:1:pos:R:3:mulliken_spin:R:1
C 3.72101 0.74259 2.12398 0.000
C 3.86739 -0.09964 0.74952 0.000
C 3.14755 0.58258 -0.50561 0.000
C 1.52915 0.70810 -0.35868 0.000
C 1.17535 2.24852 -0.65931 0.001
C 0.76875 -0.34229 -1.29639 0.002
C -0.78491 -0.15360 -1.60970 0.022
C -1.60584 -1.54062 -1.37012 0.021
C -2.89629 -1.01712 -0.58449 0.304
C -3.32368 -1.68826 0.72408 -0.142
C -4.54941 -0.99220 1.31045 0.272
C -5.17587 0.20519 0.58105 0.283
N -4.84812 0.82960 -0.64450 -0.101
C -3.71408 0.15869 -1.14349 0.283
C -0.50945 -2.24963 -0.43404 0.012
O -0.59122 -3.19742 0.35656 -0.001
O 0.76123 -1.61191 -0.55323 0.000
H 4.23488 1.76884 2.04295 0.000
H 4.26876 0.20665 2.98000 0.000
H 2.62778 0.91778 2.43142 0.000
H 3.61631 -1.20887 0.89085 0.000
H 4.99737 -0.07678 0.52134 0.000
H 3.63077 1.62149 -0.62561 0.000
H 3.41713 0.02185 -1.47366 0.000
H 1.29456 0.51696 0.74888 0.000
H 0.17555 2.41651 -1.17468 0.000
H 1.17784 2.84963 0.32136 0.000
H 1.96261 2.76279 -1.32349 0.000
H 1.43658 -0.49130 -2.20488 0.002
H -1.07613 0.71702 -0.93687 0.006
H -0.99104 0.13286 -2.69761 0.002
H -1.78243 -2.19838 -2.29591 0.017
H -2.83360 -2.57045 1.23676 0.000
H -4.99846 -1.36089 2.28980 0.003
H -6.07308 0.69053 1.11391 0.006
H -3.34144 0.57486 -2.14933 0.008
Ag 1.28449 0.12631 3.61867 0.000
```

(2)
This record from the OMol25 dataset describes a molecular structure, C28H30N2O8SeTi at a distorted geometry. The level of theory is wB97M-V/def2-TZVPD.

LUMO (spin up / spin down) = -0.48 / -0.48 eV
HOMO (spin up / spin down) = -6.83 / -6.83 eV
Frontier orbital gap (spin up / spin down) = 6.347 / 6.348 eV
Electronic energy = -5047.2536 Eh

Geometry as XYZ:
```
70
Properties=species:S:1:pos:R:3:nbo_charge:R:1
Ti 0.15192 -0.88502 0.71365 1.251
C -0.33054 -0.13699 -2.72860 -0.075
C -1.71344 -0.71516 -2.63416 -0.084
O -1.80082 -1.38815 -1.41014 -0.535
C -3.11977 -1.74842 -1.06687 -0.080
C -3.10269 -2.22910 0.36735 -0.080
O -2.28794 -1.39992 1.17991 -0.533
C -2.95348 -0.31013 1.82707 -0.081
C -3.21612 0.84842 0.87331 -0.085
O -2.10835 0.88957 0.00432 -0.542
C -1.97785 1.99610 -0.83989 -0.080
C -0.59605 1.92231 -1.52742 -0.079
O 0.00525 0.62097 -1.57802 -0.528
H -0.25115 0.47812 -3.62668 0.183
H 0.40390 -0.93632 -2.78715 0.202
H -1.88417 -1.39840 -3.47347 0.184
H -2.46982 0.07506 -2.68544 0.175
H -3.47600 -2.55057 -1.71956 0.188
H -3.77710 -0.88344 -1.19030 0.170
H -2.67079 -3.22242 0.40905 0.214
H -4.11835 -2.27070 0.76534 0.185
H -2.29029 0.01034 2.61085 0.244
H -3.89082 -0.65466 2.26305 0.180
H -3.29483 1.76910 1.45576 0.202
H -4.13954 0.71663 0.29717 0.158
H -2.03171 2.92885 -0.26841 0.188
H -2.79193 2.01229 -1.57524 0.160
H -0.69096 2.30719 -2.54488 0.176
H 0.10698 2.54595 -0.99213 0.218
C -1.48513 -5.97956 -1.71552 -0.223
C -1.15612 -4.99136 -2.63859 -0.205
C -0.42905 -3.87884 -2.23919 -0.241
C -0.04800 -3.73888 -0.91662 0.222
C -0.33358 -4.73573 0.00003 -0.246
C -1.05655 -5.85486 -0.40103 -0.203
N 0.71660 -2.57460 -0.46767 -0.332
N 1.93114 -2.82998 -0.60485 -0.095
C 2.78529 -1.93923 0.03067 0.055
C 4.12572 -2.33004 0.10745 -0.182
C 4.97630 -1.61064 0.91089 -0.245
C 4.47319 -0.51880 1.63051 -0.168
C 3.14004 -0.15927 1.55327 -0.224
C 2.24923 -0.84711 0.72215 -0.342
H -2.05562 -6.84661 -2.02586 0.216
H -1.45016 -5.09506 -3.67802 0.213
H -0.14478 -3.12633 -2.96490 0.207
H -0.00074 -4.61247 1.02131 0.256
H -1.27121 -6.63605 0.32132 0.220
H 4.45336 -3.21525 -0.42758 0.222
H 6.01465 -1.90370 1.01635 0.213
H 5.13804 0.03992 2.27936 0.210
H 2.78118 0.64766 2.17445 0.215
Se 0.35748 -2.14658 2.65573 -0.412
O -0.88340 2.12830 2.83966 -0.604
C -0.01825 1.95766 2.01417 0.805
O 0.15984 0.78993 1.40077 -0.804
C 0.86140 3.09319 1.58242 -0.179
C 1.76899 2.96569 0.54173 -0.187
C 2.55341 4.04805 0.11963 -0.261
C 2.37851 5.23117 0.78718 0.244
O 3.00798 6.42055 0.56673 -0.479
C 2.52531 7.33046 1.57043 0.237
O 1.49907 6.64914 2.29883 -0.492
C 1.47426 5.36206 1.82225 0.276
C 0.69721 4.32280 2.24481 -0.226
H 1.87789 2.01227 0.05358 0.240
H 3.26560 3.95354 -0.69421 0.231
H 2.11352 8.21269 1.09347 0.165
H 3.33734 7.60025 2.23975 0.160
H -0.01350 4.41408 3.05667 0.253
```

(3)
This record from the OMol25 dataset describes 3 unconnected molecules or ions with the total composition C36H75FN4O12P3 at a distorted geometry. The level of theory is wB97M-V/def2-TZVPD.

LUMO = -2.72 eV
HOMO = -9.88 eV
Frontier orbital gap = 7.158 eV
Electronic energy = -3662.2948 Eh
Total charge = +1

Geometry as XYZ:
```
131
Properties=species:S:1:pos:R:3:lowdin_charge:R:1
C -3.52298 4.01147 -4.97120 -0.052
C -2.40334 3.16069 -4.36847 -0.269
O -2.89836 1.83515 -4.07296 -0.192
P -1.77876 0.78239 -3.63388 0.507
O -0.56309 1.49797 -3.21218 -0.268
C -2.53463 -0.17290 -2.28692 -0.161
C -2.10621 0.35896 -0.90612 -0.100
C -1.24349 -0.61563 -0.08327 -0.330
F -0.78958 -1.71604 -0.79192 0.029
C -1.69629 -1.01887 1.34077 -0.155
C -3.03462 -0.49784 1.86854 -0.092
C -4.20324 -1.46066 1.53878 -0.391
C -5.53224 -0.70624 1.30327 -0.018
O -3.92136 -2.29435 0.42559 -0.029
C -0.49903 -0.66281 2.27264 -0.225
C -0.37404 -1.34239 3.63320 -0.156
O 0.89017 -1.24863 4.24406 -0.040
C 1.24474 0.06162 4.60588 -0.199
C 0.29192 0.92180 5.10627 0.004
C 0.55466 2.19724 5.49118 -0.267
C -0.50161 3.11863 6.06541 -0.027
C 1.84619 2.66083 5.34827 -0.031
C 2.79495 1.81033 4.87671 -0.029
C 2.55182 0.50438 4.51420 -0.139
C 3.78916 -0.26774 4.07734 -0.334
C 4.25314 0.11721 2.63602 -0.069
C 3.75816 -1.78600 4.33162 -0.059
N 0.68381 -0.52104 1.39440 -0.180
P 1.85552 -1.89215 1.08679 1.043
P 1.05979 -3.86932 1.45684 0.260
O 2.02191 -4.71091 0.76359 -0.280
O -0.40737 -4.14623 0.84907 -0.137
O 1.08701 -4.25214 3.02248 -0.137
C 0.08262 0.14707 0.19720 -0.311
N 0.96498 0.42260 -0.91497 0.105
O -1.51889 -0.09700 -4.93591 -0.173
C -0.92482 -1.39885 -4.74278 -0.253
C 0.47947 -1.36122 -4.12828 -0.068
H -4.13328 3.43088 -5.65905 0.082
H -4.13431 4.41189 -4.16431 0.077
H -3.03344 4.83996 -5.49060 0.063
H -1.59022 3.14204 -5.08991 0.116
H -2.07571 3.65485 -3.45738 0.111
H -2.36900 -1.23953 -2.43204 0.086
H -3.61362 -0.03419 -2.39574 0.102
H -2.98895 0.71119 -0.38022 0.110
H -1.50233 1.24370 -1.10211 0.097
H -1.77687 -2.10091 1.48186 0.129
H -3.24758 0.53901 1.60633 0.113
H -2.94805 -0.51172 2.96023 0.121
H -4.33928 -2.11278 2.40153 0.142
H -5.33661 0.32602 1.01403 0.076
H -6.06845 -1.21512 0.50251 0.086
H -6.18522 -0.76159 2.17166 0.085
H -4.10548 -1.82812 -0.39675 0.087
H -0.73228 0.37683 2.55047 0.157
H -0.63601 -2.39786 3.51371 0.118
H -1.17621 -0.94004 4.24700 0.116
H -0.72829 0.57790 5.22986 0.124
H -1.06231 2.56030 6.81699 0.085
H 0.02083 3.89144 6.62512 0.079
H -1.15218 3.54858 5.30827 0.084
H 2.11948 3.67325 5.60851 0.123
H 3.80702 2.18816 4.78571 0.131
H 4.59133 0.11046 4.71141 0.126
H 4.53919 -0.81306 2.14611 0.054
H 3.46798 0.60110 2.05095 0.048
H 5.15563 0.72380 2.65496 0.080
H 3.09224 -1.96721 5.17787 0.082
H 4.74044 -2.14205 4.63392 0.087
H 3.34222 -2.36423 3.51316 0.027
H 1.26936 0.20550 1.82311 0.129
H 1.97477 -1.87784 -0.31995 -0.023
H -1.03576 -4.49197 1.49822 0.087
H 0.20980 -4.59307 3.25345 0.080
H -0.18874 1.13895 0.59046 0.170
H 0.76739 1.34245 -1.29589 0.084
H 1.93929 0.45185 -0.62616 0.081
H -1.58828 -2.09394 -4.22586 0.107
H -0.80548 -1.81183 -5.74255 0.118
H 0.44796 -1.39458 -3.03990 0.042
H 1.07554 -2.16786 -4.54831 0.081
H 0.92738 -0.40233 -4.38497 0.080
C -1.96487 6.87783 -7.54687 -0.112
O -2.10027 7.25072 -6.18676 -0.206
C -0.87507 7.29005 -5.46438 -0.220
C -0.42002 8.71108 -5.19102 -0.216
N 0.02524 9.38249 -6.40516 -0.051
C 0.17903 10.83402 -6.29159 -0.195
C -1.01324 11.67919 -5.84520 -0.228
O -2.06216 11.78008 -6.79026 -0.176
C -2.93288 10.66710 -6.85370 -0.098
H -2.95660 6.62308 -7.91864 0.091
H -1.58137 7.69965 -8.15867 0.075
H -1.31445 6.00580 -7.66034 0.088
H -0.09549 6.70773 -5.96502 0.122
H -1.07393 6.81370 -4.49872 0.116
H 0.40854 8.68737 -4.47575 0.124
H -1.26029 9.23373 -4.71748 0.101
H -0.63340 9.19139 -7.14700 0.064
H 0.48287 11.19296 -7.27739 0.121
H 1.01487 11.03375 -5.61264 0.117
H -0.64504 12.70015 -5.71879 0.122
H -1.40550 11.37744 -4.86633 0.111
H -3.10559 10.22152 -5.87077 0.087
H -2.55437 9.91377 -7.54945 0.070
H -3.88763 11.01846 -7.24507 0.090
C 4.31895 -10.74209 4.93744 -0.109
O 3.45467 -9.72789 5.41584 -0.190
C 3.93107 -8.40261 5.22774 -0.216
C 3.18216 -7.68380 4.12107 -0.219
N 3.50601 -8.21942 2.80532 -0.044
C 2.60261 -7.80586 1.72919 -0.190
C 1.10726 -8.08487 1.86657 -0.236
O 0.72969 -9.44380 1.76908 -0.174
C 0.93190 -10.21713 2.93893 -0.093
H 3.98769 -11.68647 5.36647 0.091
H 4.27491 -10.83558 3.84744 0.073
H 5.35271 -10.56374 5.24472 0.089
H 5.01156 -8.38381 5.05809 0.123
H 3.73545 -7.87082 6.16357 0.120
H 3.44567 -6.62074 4.14427 0.120
H 2.11145 -7.77214 4.34813 0.098
H 3.50395 -9.22886 2.85259 0.066
H 2.94907 -8.30670 0.82239 0.126
H 2.73556 -6.73416 1.56635 0.084
H 0.61949 -7.59351 1.01876 0.118
H 0.67422 -7.63207 2.77111 0.102
H 0.73855 -9.64587 3.85025 0.087
H 1.94117 -10.63370 2.96156 0.072
H 0.23589 -11.05509 2.90313 0.090
```

(4)
This record from the OMol25 dataset describes a gas-phase ion, CH2INO3P (charge -1) at a distorted geometry. The level of theory is wB97M-V/def2-TZVPD.

LUMO (spin up / spin down) = 3.02 / -0.47 eV
<S²> = 2.009
Spin multiplicity = 3
HOMO (spin up / spin down) = -0.31 / -5.32 eV
Frontier orbital gap (spin up / spin down) = 3.336 / 4.845 eV
Electronic energy = -958.7712 Eh
Total charge = -1

Geometry as XYZ:
```
9
Properties=species:S:1:pos:R:3:mulliken_spin:R:1
C 1.87068 -0.53037 -0.10215 0.367
N 0.95021 0.28351 -0.43942 0.286
O -2.40436 1.06733 1.24401 -0.066
O 0.00693 0.65616 0.50851 0.082
O -1.86826 1.13892 -1.31693 -0.058
P -1.61741 0.71836 0.06349 0.382
I -1.64126 -1.85902 -0.06132 0.959
H 2.67751 -0.59581 -0.81512 0.015
H 2.02595 -0.87909 0.91893 0.034
```